ORCA calculation (the ωB97M-V functional and the def2-TZVPD basis) on C19H20N4O2S in the gas phase at a distorted geometry.

```
46
Properties=species:S:1:pos:R:3:mulliken_charge:R:1
S 4.22078 1.95063 -1.19926 -0.21
O -0.26758 -0.17760 -0.91324 -0.37
O 0.55191 2.27432 0.35119 -0.40
N -5.30259 -0.17526 -0.18703 -0.58
N -8.40766 -1.65629 -0.62154 -0.49
N -8.78127 -0.58403 0.10388 -0.47
N -6.61553 -0.48307 -0.17341 0.34
C -4.86090 0.87862 0.38065 -0.17
C 4.33065 0.10029 0.89671 -0.30
C 2.81158 2.57799 -0.23909 -0.77
C 5.36230 -0.49481 -1.18550 -0.81
C 4.64106 0.41383 -0.41710 0.64
C 5.88963 -3.34018 1.24948 -1.43
C 1.59331 1.68127 -0.40453 -0.22
C -1.64707 2.65960 0.93154 -0.61
C -1.18874 0.64099 -0.31793 1.05
C 4.72610 -1.11675 1.42458 -0.71
C -0.71614 -1.35769 -1.53732 -1.01
C -2.54076 0.35503 -0.27791 -0.47
C -7.12551 -1.59738 -0.78557 -0.01
C -0.72568 1.82977 0.29187 0.04
C 5.75997 -1.69940 -0.64421 -0.54
C -7.72409 0.11431 0.37158 0.03
C -2.98958 2.35990 0.97283 -0.87
C 5.44373 -2.03301 0.66935 0.77
C -3.45638 1.19972 0.35802 0.20
H 2.61176 3.56835 -0.64722 0.44
H -1.41046 -1.14106 -2.35455 0.37
H -3.67558 3.02539 1.47424 0.35
H -6.52004 -2.29996 -1.31770 0.43
H 6.32128 -2.39599 -1.25004 0.38
H 1.32174 1.62036 -1.46353 0.33
H 6.96146 -3.31472 1.44726 0.31
H -2.93404 -0.53729 -0.73421 0.68
H 5.60715 -0.24111 -2.20556 0.39
H 5.69991 -4.15473 0.55296 0.35
H 4.47279 -1.34980 2.44914 0.32
H -7.72108 1.02231 0.93660 0.43
H 0.18035 -1.82766 -1.93890 0.26
H -1.26335 3.55471 1.39461 0.45
H 3.78913 0.79144 1.52365 0.28
H 3.09011 2.68298 0.80843 0.40
H -5.50622 1.58844 0.90472 0.21
H -1.19164 -2.03472 -0.82147 0.36
H 1.81028 0.67085 -0.04048 0.31
H 5.37491 -3.54858 2.18401 0.35
```

As for the HOMO-LUMO gap: 8.0150 eV. The LUMO energy is -0.16 eV. The SMILES is COc1cc(/C=N/n2cnnc2)ccc1OCCSc1ccc(C)cc1. The total energy is -40915.842 eV.


ORCA calculation (the ωB97M-V functional and the def2-TZVPD basis) on a molecular structure, C19H20N4O4 at a distorted geometry.

```
47
Properties=species:S:1:pos:R:3:mulliken_charge:R:1
O 5.91856 -0.66201 0.24525 -0.68
O -4.09046 1.54554 0.80024 -0.21
O 1.43089 -3.62924 -0.98171 -0.24
O -4.16539 -0.88407 -1.15745 -0.34
N 0.19253 -3.04787 -0.77595 -0.30
N 1.54660 -1.73752 0.43699 -0.21
N 4.76357 3.36320 -1.06502 -0.50
N 3.69059 0.05956 0.28772 -0.07
C -6.38161 -0.69943 -1.66277 -1.52
C -0.71213 -0.09920 0.99868 -0.63
C 3.60293 -3.10584 0.26003 -0.49
C -5.27494 -0.05018 -0.81701 0.14
C -0.82691 -1.11934 0.03394 0.80
C 0.39471 -1.92991 -0.19291 -0.25
C 4.44064 -2.20822 1.08492 -1.14
C -3.83296 2.29278 1.74421 -1.23
C -2.10900 -1.40935 -0.34046 -0.56
C 4.66395 -0.91933 0.59341 0.69
C 2.43032 1.84475 -0.44093 0.08
C 2.32296 2.94368 -1.03401 -0.43
C -2.98971 0.80638 0.70006 0.49
C 3.61327 1.19296 -0.35830 0.61
C 4.81009 1.95889 -0.75090 -0.34
C 2.11393 -2.74447 0.03750 0.50
C -1.67479 0.68524 1.33469 -0.61
C -3.14512 -0.51837 -0.21329 0.31
C 3.50610 3.64411 -1.31009 -0.05
H 1.28100 3.67755 -1.10804 0.19
H -5.17091 1.11462 -1.07875 0.23
H -4.79398 3.07710 1.89609 0.22
H -2.19383 -2.20999 -1.20546 0.26
H 5.31978 -2.54213 1.39206 0.48
H 3.63034 -4.23574 0.45799 0.33
H -6.44021 -1.86539 -1.46882 0.25
H -5.70038 -0.17207 0.20072 0.27
H 3.71946 -2.26005 1.95594 0.31
H -3.13754 3.15103 1.70965 0.46
H 3.53485 4.74670 -1.72785 0.29
H -3.66895 2.05761 2.72835 0.55
H -1.54274 1.35197 2.12468 0.53
H -6.20491 -0.54202 -2.84925 0.25
H 1.57411 1.18959 -0.05428 -0.06
H 5.76973 1.56434 -0.16380 0.27
H 4.17432 -2.93830 -1.12237 0.28
H -7.24700 -0.28889 -1.65153 0.62
H 2.62728 -0.38254 0.79332 0.31
H 0.23093 -0.06614 1.71455 0.13
```

As for the HOMO-LUMO gap: 7.6726 eV. The LUMO energy is -0.49 eV. The total energy is -34163.032 eV.


ORCA calculation (the ωB97M-V functional and the def2-TZVPD basis) on C19H20N4O4S in the gas phase at a distorted geometry.

```
48
Properties=species:S:1:pos:R:3:mulliken_charge:R:1
S -0.44778 2.74104 0.10235 -0.20
O -4.90266 -0.63309 -1.16750 -0.57
O -5.97377 -1.36464 0.66922 -0.33
O 4.86578 1.12337 0.64225 -0.36
O -4.02994 2.87648 0.49558 -0.67
N 0.26507 -0.99566 -0.39389 -1.03
N 1.40070 0.74627 0.30123 0.10
N -3.12091 0.80882 0.34122 0.00
N -0.55322 0.06501 -0.43292 -0.20
C 5.83015 0.77726 -0.22564 -0.64
C -6.21688 -3.50342 -0.47910 -1.08
C 4.79670 -3.13524 0.45795 -0.43
C -2.02572 2.61709 -0.79806 -0.77
C 3.97899 -3.22836 -0.65650 -0.55
C -3.17459 2.12543 0.07797 0.76
C 3.73034 1.28418 -0.06758 0.19
C 5.33626 0.70840 -1.48990 -0.45
C 2.58582 -1.47508 0.21596 0.57
C 3.96407 1.04178 -1.38945 -0.37
C 1.43047 -0.60738 0.04597 0.33
C -4.19834 0.13619 1.01098 -0.94
C 2.47678 1.63628 0.66533 -0.43
C -6.85201 -2.16602 -0.12830 -0.24
C 4.49514 -2.23102 1.46240 -0.63
C 2.87504 -2.40672 -0.77796 -0.63
C 3.39349 -1.40413 1.34716 -0.26
C -5.04720 -0.65644 0.02376 0.70
C 0.12589 1.10758 -0.02625 0.38
H -5.33436 -3.34529 -1.09393 0.31
H -4.83265 0.89686 1.47873 0.38
H -3.82086 -0.53955 1.78316 0.35
H -5.92770 -4.03205 0.42599 0.29
H -2.24117 3.63255 -1.12913 0.43
H 3.25159 1.08971 -2.18736 0.55
H 2.14667 2.65219 0.41671 0.47
H 2.66758 1.59387 1.74289 0.20
H -7.10282 -1.61419 -1.03978 0.31
H 6.81114 0.61297 0.17244 0.49
H 5.12010 -2.16859 2.34088 0.42
H 2.22745 -2.46834 -1.63837 0.46
H 5.87198 0.45585 -2.38101 0.47
H -2.38064 0.24910 -0.08720 0.36
H -7.74512 -2.30035 0.48491 0.30
H -6.92788 -4.10953 -1.03303 0.36
H -1.86477 1.95535 -1.64730 0.37
H 5.66331 -3.77299 0.54844 0.41
H 3.15405 -0.71765 2.14543 0.42
H 4.20435 -3.94278 -1.43401 0.40
```

As for the HOMO-LUMO gap: 9.0993 eV. The LUMO energy is 0.56 eV. The SMILES is CCOC(=O)CNC(=O)CSc1nnc(-c2ccccc2)n1Cc1ccco1. The total energy is -45013.343 eV.


| no. | M (g mol⁻¹) |
| --- | --- |
| 1 | 368.46 |
| 2 | 368.39 |
| 3 | 400.46 |